The following is a quantum chemistry calculation of a 2-piece molecular cluster, C8H10S overall at a distorted geometry, from OMol25.

HOMO   -7.85 eV
Kohn-Sham gap   0.281 hartree
Total charge   0
Electronic energy   -708.78556 a.u.
Multiplicity   1
Relative energy (zero: lowest compared OMol25 entry of this formula, charge and spin)   152.1 kcal per mole
LUMO energy   -0.220 eV

Atoms and positions in Å:
C -1.83962 -1.21022 0.32048
C -0.65471 -1.37461 -0.40031
C -2.29303 -0.03719 0.74585
C 0.37980 -0.52627 -0.20334
C -0.83066 1.48814 -0.85704
C -1.54800 1.10189 0.41296
C 0.02940 0.80952 0.20793
C 3.16552 -1.19505 0.01945
S 3.87887 0.24297 0.18447
H -2.35184 -2.09831 0.36926
H -0.35435 -2.26330 -0.77349
H -3.02564 0.19978 1.50035
H -0.86994 0.85285 -1.68743
H -0.60929 2.54806 -1.05641
H -1.77936 1.90375 1.09863
H 0.68959 1.55530 0.62796
H 1.44203 -0.90918 -0.55903
H 3.10967 -1.71092 1.02392
H 3.46158 0.62280 -0.97420